[1]
{
  "formula": "C40H33CdCl3N4OS",
  "method": "the ωB97M-V functional and the def2-TZVPD basis",
  "total_charge": 0,
  "orbital_gap_ev": 6.7,
  "species": ["Cd", "C", "C", "C", "C", "C", "C", "N", "C", "C", "C", "C", "C", "N", "C", "C", "C", "C", "C", "C", "N", "H", "H", "H", "H", "H", "H", "H", "H", "H", "H", "H", "H", "H", "H", "H", "C", "C", "C", "C", "C", "C", "C", "C", "S", "C", "N", "C", "C", "C", "C", "C", "C", "C", "C", "H", "H", "H", "H", "H", "H", "H", "H", "H", "H", "H", "H", "H", "H", "H", "H", "Cl", "C", "C", "C", "Cl", "C", "O", "C", "Cl", "C", "H", "H"],
  "xyz": [[-0.57230, -1.08976, -0.14666], [1.83633, 0.17053, -2.42325], [0.81653, 1.25636, -2.23660], [0.89902, 2.41908, -3.00279], [-0.03499, 3.41792, -2.81305], [-1.03710, 3.23218, -1.87438], [-1.07642, 2.03540, -1.16854], [-0.15355, 1.08155, -1.34191], [-2.14427, 1.74802, -0.17517], [-3.33258, 2.46937, -0.12758], [-4.24793, 2.16631, 0.86436], [-3.98461, 1.12301, 1.73188], [-2.81522, 0.38568, 1.55965], [-1.90438, 0.74028, 0.65322], [-2.56532, -0.83116, 2.37294], [-3.61295, -1.54399, 2.93846], [-3.31305, -2.64495, 3.72338], [-1.99099, -2.99629, 3.91572], [-0.99693, -2.26441, 3.26871], [0.44882, -2.64561, 3.39055], [-1.29118, -1.20827, 2.51154], [2.79729, 0.48753, -2.01059], [1.97491, -0.03820, -3.48435], [1.53048, -0.74200, -1.91601], [1.68991, 2.52653, -3.73339], [0.01370, 4.33477, -3.38613], [-1.75558, 4.01582, -1.68839], [-3.55192, 3.23317, -0.85742], [-5.16588, 2.73276, 0.94906], [-4.67819, 0.87179, 2.52038], [-4.64125, -1.28206, 2.73556], [-4.10596, -3.22484, 4.17741], [-1.72224, -3.83704, 4.54134], [0.71874, -2.84571, 4.42792], [1.06746, -1.84331, 2.99623], [0.63621, -3.55059, 2.80827], [3.34948, 4.98153, -0.71293], [2.96382, 4.28133, 0.60032], [3.71168, 4.92333, 1.77630], [1.46229, 4.47755, 0.81799], [3.33800, 2.80496, 0.49648], [4.67973, 2.45098, 0.26905], [5.08679, 1.13841, 0.13227], [4.12303, 0.14077, 0.20548], [4.27275, -1.57465, -0.01349], [2.52638, -1.73201, 0.18941], [1.92060, -0.61009, 0.40630], [2.77790, 0.46660, 0.42369], [2.39359, 1.79789, 0.58998], [1.83840, -3.01648, 0.06050], [2.56212, -4.21087, 0.11388], [1.90396, -5.42134, 0.00859], [0.52562, -5.43367, -0.16566], [-0.18226, -4.23975, -0.23757], [0.44348, -2.99924, -0.12519], [3.00068, 6.01663, -0.70747], [2.89105, 4.46787, -1.56085], [4.42953, 4.98927, -0.86296], [3.46255, 5.98439, 1.84777], [4.79255, 4.83527, 1.66175], [3.43066, 4.43955, 2.71349], [1.24012, 5.54476, 0.87149], [1.12951, 4.01602, 1.74989], [0.88696, 4.05495, -0.00745], [5.43162, 3.22678, 0.19710], [6.12778, 0.89411, -0.03520], [1.34528, 1.98928, 0.77222], [3.63720, -4.18319, 0.25981], [2.45912, -6.34898, 0.06431], [0.00330, -6.37986, -0.24493], [-1.25623, -4.28044, -0.39362], [-5.14429, -4.47871, -5.00896], [-4.43797, -3.63319, -3.66610], [-3.24112, -2.96014, -3.82889], [-2.69587, -2.29439, -2.74885], [-1.20269, -1.42832, -2.96113], [-3.27910, -2.25517, -1.45431], [-2.77828, -1.64433, -0.44634], [-4.50986, -2.96261, -1.37599], [-5.31692, -2.96302, 0.15954], [-5.08016, -3.63237, -2.43739], [-2.73753, -2.94866, -4.78531], [-6.01983, -4.15058, -2.30742]],
  "mulliken_charge": [2.19, -1.29, 0.66, -1.07, -0.75, -1.01, 0.35, 1.13, 0.35, -1.22, -0.83, -0.90, 0.56, 0.42, 0.49, -0.82, -0.73, -0.64, 0.78, -1.38, -0.24, 0.23, 0.59, -0.03, 0.56, 0.43, 0.38, 0.43, 0.44, 0.51, 0.42, 0.44, 0.43, 0.53, 0.09, 0.20, -1.64, 2.16, -1.83, -1.94, 0.53, -0.64, -1.28, 1.46, -0.44, 0.00, 0.19, -3.23, 1.19, 2.05, -0.95, -0.78, -0.75, 0.29, -1.08, 0.48, 0.22, 0.34, 0.45, 0.34, 0.41, 0.50, 0.35, 0.32, 0.39, 0.42, 0.47, 0.39, 0.37, 0.44, 0.43, -0.25, 0.42, -0.92, 1.09, -0.24, -1.30, -0.34, 0.36, -0.23, -0.83, 0.46, 0.44]
}

[2]
{
  "formula": "C36H41N5SeTl",
  "method": "the ωB97M-V functional and the def2-TZVPD basis",
  "total_charge": -1,
  "orbital_gap_ev": 4.8,
  "species": ["Tl", "N", "N", "C", "C", "C", "C", "H", "H", "H", "C", "C", "H", "H", "H", "C", "C", "H", "H", "H", "C", "H", "H", "H", "C", "H", "H", "H", "C", "H", "C", "H", "C", "H", "C", "H", "C", "C", "H", "C", "C", "H", "C", "H", "N", "C", "C", "C", "H", "C", "C", "H", "H", "H", "C", "H", "C", "C", "H", "H", "H", "C", "H", "H", "H", "C", "N", "C", "Se", "N", "C", "C", "C", "C", "C", "C", "H", "H", "H", "H", "H", "H", "H", "H"],
  "xyz": [[0.54041, -0.75757, 0.83909], [2.50669, 1.62879, -2.24713], [1.18920, -1.75656, -2.05841], [-2.79668, -0.41988, -0.10694], [-2.53992, 0.05921, -1.41905], [-1.89648, 1.32463, -1.30344], [-1.31008, 2.12779, -2.39918], [-1.54504, 1.68485, -3.37483], [-0.21221, 2.19916, -2.30048], [-1.71635, 3.14995, -2.39889], [-1.78519, 1.63471, 0.07240], [-1.19386, 2.87653, 0.61864], [-1.89767, 3.72401, 0.56640], [-0.31165, 3.16075, 0.03539], [-0.88968, 2.76827, 1.66961], [-2.32133, 0.55393, 0.81802], [-2.30460, 0.45421, 2.29504], [-1.36970, 0.86425, 2.70788], [-2.41959, -0.58227, 2.63812], [-3.12579, 1.03453, 2.74280], [-2.83331, -0.63786, -2.69001], [-3.77781, -0.30352, -3.15256], [-2.92032, -1.72040, -2.53468], [-2.03338, -0.45081, -3.42005], [-3.39639, -1.72953, 0.24111], [-2.99311, -2.10623, 1.19343], [-3.18428, -2.47408, -0.53782], [-4.49331, -1.67334, 0.35400], [3.51186, 2.39968, -1.85240], [3.48812, 3.45728, -2.15394], [4.58065, 1.93458, -1.06944], [5.31774, 2.65432, -0.71873], [4.67813, 0.57260, -0.80191], [5.49998, 0.18176, -0.21116], [3.70029, -0.27425, -1.28395], [3.74782, -1.35376, -1.16389], [2.57577, 0.28394, -1.98222], [1.40820, -0.41358, -2.33813], [0.62231, 0.09591, -2.90023], [0.37015, -2.19220, -1.03432], [1.64453, -2.85355, -2.83460], [2.34938, -2.72116, -3.62803], [1.02929, -3.93366, -2.36012], [1.07645, -4.95992, -2.67122], [0.22523, -3.53040, -1.28562], [-0.76471, -4.35601, -0.67421], [-1.75991, -4.95052, -1.48532], [-2.75579, -5.70973, -0.86230], [-3.52368, -6.18631, -1.47748], [-2.78916, -5.86820, 0.52369], [-3.79754, -6.74302, 1.19609], [-4.10222, -6.30619, 2.15224], [-3.36622, -7.72881, 1.40942], [-4.67374, -6.88150, 0.55898], [-1.83821, -5.21442, 1.30194], [-1.87050, -5.29216, 2.39037], [-0.80163, -4.48466, 0.72648], [0.17835, -3.86275, 1.66709], [1.17630, -3.67663, 1.25527], [0.28599, -4.52562, 2.53994], [-0.22232, -2.91903, 2.08152], [-1.82656, -4.76932, -2.97506], [-1.05723, -5.35426, -3.50245], [-1.75145, -3.72041, -3.30590], [-2.80370, -5.14025, -3.32078], [1.68317, 4.61145, -0.19939], [2.08139, 4.42531, 1.19405], [2.25301, 3.20485, 1.79007], [2.28893, 1.56724, 0.92488], [2.52695, 3.45864, 3.11019], [2.50296, 4.83406, 3.34913], [2.72270, 5.56594, 4.50650], [2.68469, 6.96772, 4.38600], [2.43483, 7.59025, 3.14118], [2.20835, 6.83139, 1.98646], [2.23409, 5.44921, 2.13450], [2.45773, 5.14007, -0.77363], [0.73685, 5.16731, -0.24807], [1.53484, 3.62477, -0.65477], [2.68804, 2.72888, 3.80233], [2.91142, 5.02380, 5.43255], [2.86302, 7.57815, 5.26179], [2.42662, 8.68151, 3.10142], [2.02983, 7.25816, 0.99670]],
  "mulliken_charge": [0.79, -0.46, 0.97, 0.73, 0.57, 0.74, -1.55, 0.42, 0.13, 0.38, 0.55, -0.32, 0.38, -0.51, 0.20, -0.68, -1.38, 0.26, 0.29, 0.31, -1.61, 0.28, 0.27, 0.36, -0.93, 0.12, -0.01, 0.32, -0.30, 0.51, -0.50, 0.31, -0.65, 0.35, -0.15, 0.32, 0.65, -1.49, 0.25, -1.70, -0.85, 0.51, -0.60, 0.71, 0.82, -0.02, 1.40, -0.98, 0.30, 0.73, -1.57, 0.38, 0.29, 0.38, -0.79, 0.39, 1.37, -2.11, 0.36, 0.56, 0.08, -1.80, 0.40, 0.30, 0.40, -0.45, 0.66, -0.76, 0.01, 0.13, 0.25, -0.84, -0.46, -0.66, -0.53, 0.80, 0.36, 0.46, -0.63, 0.23, 0.38, 0.37, 0.36, 0.41]
}

[3]
{
  "formula": "C16H19N3O",
  "method": "the ωB97M-V functional and the def2-TZVPD basis",
  "total_charge": 0,
  "smiles": "C/C(=C\\c1ccccc1)C(=O)NCCCn1ccnc1",
  "orbital_gap_ev": 9.2,
  "species": ["C", "C", "C", "C", "C", "C", "C", "C", "C", "H", "H", "H", "H", "H", "H", "C", "O", "N", "H", "C", "C", "H", "C", "N", "C", "N", "C", "C", "H", "H", "H", "H", "H", "H", "H", "H", "H", "H", "H"],
  "xyz": [[-1.71772, -0.56083, 1.45679], [-1.69589, -0.36775, -0.03034], [-2.74500, 0.03725, -0.75877], [-4.10551, 0.30000, -0.30728], [-4.77800, -0.54819, 0.57163], [-6.07300, -0.26649, 0.96726], [-6.71569, 0.86690, 0.49913], [-6.06338, 1.70880, -0.38758], [-4.77600, 1.42177, -0.79718], [-4.26838, 2.07639, -1.49067], [-6.56473, 2.58777, -0.76570], [-7.72463, 1.08772, 0.81459], [-6.58421, -0.93674, 1.64319], [-4.29747, -1.45185, 0.91502], [-2.55634, 0.22085, -1.81065], [-0.42270, -0.57888, -0.77818], [-0.27276, -0.22490, -1.93398], [0.55886, -1.22960, -0.10058], [0.42650, -1.48145, 0.86391], [1.85736, -1.46145, -0.68068], [2.91650, -0.52209, -0.09828], [2.58386, 0.51003, -0.22583], [4.26703, -0.70921, -0.79594], [5.26696, 0.15837, -0.23814], [6.15306, -0.13339, 0.74354], [6.88302, 0.89466, 1.07283], [6.45743, 1.91266, 0.28058], [5.45416, 1.47928, -0.53634], [4.87880, 1.97806, -1.28892], [6.90030, 2.88583, 0.34788], [6.23680, -1.10940, 1.17957], [4.16151, -0.49270, -1.86310], [4.60433, -1.74375, -0.68238], [3.03478, -0.71004, 0.97229], [1.75085, -1.28080, -1.75353], [2.14865, -2.50466, -0.51958], [-0.85500, -0.07904, 1.91762], [-1.70856, -1.61921, 1.72179], [-2.61580, -0.11397, 1.87598]],
  "mulliken_charge": [-1.82, 0.68, -0.51, 0.40, -0.40, -0.56, -0.43, -0.52, -0.45, 0.42, 0.38, 0.38, 0.38, 0.46, 0.47, 0.45, -0.70, -0.10, 0.28, -1.09, -0.01, 0.26, -1.00, 0.23, 0.00, -0.65, -0.51, -0.19, 0.39, 0.40, 0.35, 0.33, 0.33, 0.29, 0.40, 0.36, 0.53, 0.32, 0.49]
}

[4]
{
  "formula": "C5H7BrS",
  "method": "the ωB97M-V functional and the def2-TZVPD basis",
  "total_charge": 0,
  "smiles": "C#CBr.CCC=S",
  "orbital_gap_ev": 8.6,
  "species": ["C", "C", "C", "C", "C", "S", "Br", "H", "H", "H", "H", "H", "H", "H"],
  "xyz": [[1.58149, -0.12334, -2.27068], [-0.51963, -1.81526, 0.14658], [1.54951, 0.90966, -2.84973], [-1.26819, -0.40521, 2.03345], [-0.36915, -0.48803, 0.84497], [0.65598, -2.76417, -0.42729], [1.54859, 2.63062, -3.57377], [1.65449, -1.10068, -1.92086], [-1.51025, -2.22043, 0.03054], [-0.88866, 0.13295, 2.90595], [-1.36776, -1.45210, 2.32674], [-2.18588, 0.02915, 1.73057], [0.85914, -0.28180, 0.97980], [-0.69216, 0.16146, 0.06727]],
  "mulliken_charge": [0.17, -0.37, -0.52, -1.15, 0.03, -0.26, -0.05, 0.38, 0.35, 0.31, 0.33, 0.32, 0.23, 0.25]
}